1.
Below is an isolated ion of composition C2H6N3 and charge +1, with properties calculated with wB97M-V/def2-TZVPD.

Geometry as ORCA input:
```
! RIJCOSX wB97M-V def2-TZVPD def2/J DEFGRID3
* xyz 1 1
C 1.452 -0.152 -0.430
C 0.288 0.472 0.206
N -3.160 0.203 -0.310
N -2.142 -0.104 -0.055
N -1.111 -0.470 0.416
H 1.300 -0.401 -1.517
H 2.027 0.757 -0.278
H 1.831 -0.944 0.195
H 0.474 0.654 1.190
H -0.083 1.345 -0.182
H -0.875 -1.359 0.766
*
```

Values from the calculation:
relative energy (zero: lowest compared OMol25 entry of this formula, charge and spin) = 404.1 kJ/mol
HOMO energy = -16.84 eV
SMILES = CCN[N+]#N
maximum force = 7.25 eV/Å
frontier orbital gap = 11.62 eV
E_LUMO = -5.2 eV

***

2.
Below is an isolated ion of composition C11H17BrN and charge +1, with properties calculated with wB97M-V/def2-TZVPD.

Geometry as ORCA input:
```
! RIJCOSX wB97M-V def2-TZVPD def2/J DEFGRID3
* xyz 1 1
C -2.684 -1.464 -0.698
C -1.480 -2.029 -0.242
C -2.733 -0.231 -1.411
C -0.268 -1.331 -0.342
C -1.689 0.610 -1.471
C 1.002 -2.156 -0.152
C 0.246 0.042 2.446
C 2.027 1.140 -1.027
C -0.082 2.246 0.013
C 1.213 0.477 1.341
C 0.738 0.915 -0.134
N -0.228 -0.061 -0.601
Br -1.492 1.980 -2.771
H -3.586 -2.109 -0.522
H -1.430 -2.987 0.196
H -3.640 -0.021 -1.899
H 1.224 -2.275 0.881
H 0.810 -3.090 -0.527
H 2.032 -1.751 -0.605
H 0.860 -0.507 3.258
H -0.437 0.863 2.812
H -0.461 -0.709 2.092
H 2.987 0.541 -0.842
H 1.820 0.955 -2.093
H 2.216 2.203 -0.952
H 0.440 2.872 0.699
H -1.264 2.104 0.305
H 0.018 2.758 -0.894
H 2.095 -0.306 1.375
H 1.747 1.321 1.762
*
```

Values from the calculation:
relative energy (zero: lowest compared OMol25 entry of this formula, charge and spin) = 229.9 kJ/mol
HOMO energy = -13.38 eV
SMILES = CCC(C)(C)[n+]1c(C)cccc1Br
maximum force = 5.33 eV/Å
frontier orbital gap = 8.30 eV
E_LUMO = -5.1 eV

***

3.
Below is one molecule with the formula C7H6BFO2, with properties calculated with wB97M-V/def2-TZVPD.

Geometry as ORCA input:
```
! RIJCOSX wB97M-V def2-TZVPD def2/J DEFGRID3
* xyz 0 1
F 0.465 2.918 -2.246
O -0.493 -1.500 2.771
O 0.080 -2.456 0.600
B -0.311 -1.346 1.388
C -0.423 2.298 -0.121
C -0.625 1.335 0.857
C 0.521 0.618 -1.560
C 0.132 1.942 -1.339
C -0.242 0.030 0.617
C 0.252 -0.350 -0.614
C 0.451 -1.868 -0.621
H -0.498 -2.429 3.095
H -0.598 3.315 0.053
H -1.035 1.640 1.799
H 0.991 0.345 -2.479
H 1.502 -2.134 -0.808
H -0.169 -2.358 -1.392
*
```

Values from the calculation:
relative energy (zero: lowest compared OMol25 entry of this formula, charge and spin) = 19.9 kJ/mol
HOMO energy = -9.59 eV
SMILES = OB1OCc2cc(F)ccc21
maximum force = 2.84 eV/Å
frontier orbital gap = 10.17 eV
E_LUMO = 0.6 eV

***

4.
Below is one molecule with the formula CHNOS2, with properties calculated with wB97M-V/def2-TZVPD.

Geometry as ORCA input:
```
! RIJCOSX wB97M-V def2-TZVPD def2/J DEFGRID3
* xyz 0 1
C -0.103 -0.103 -0.917
N -0.219 0.006 0.424
O 0.108 -1.125 -1.505
S 0.124 1.190 1.614
S 0.436 -0.831 1.781
H -0.345 0.864 -1.395
*
```

Values from the calculation:
relative energy (zero: lowest compared OMol25 entry of this formula, charge and spin) = 86.6 kJ/mol
HOMO energy = -9.37 eV
SMILES = O=Cn1ss1
maximum force = 1.65 eV/Å
frontier orbital gap = 8.46 eV
E_LUMO = -0.9 eV